# 1
165
Properties=species:S:1:pos:R:3:forces:R:3 method="wB97M-V/def2-TZVPD" total_energy_ha=-2880.11097 e_above_lowest_kcal_mol=1.9
C 3.0825 -4.3071 1.3150 0.40 -0.10 0.60
C 2.1981 -5.5655 1.4491 0.25 0.85 -1.91
O 2.8574 -6.6324 0.7821 0.43 -1.11 0.70
H 2.6047 -3.3274 1.3158 -0.52 -0.25 0.20
H 3.6491 -4.3399 0.3844 -0.19 -0.27 -0.08
H 3.8242 -4.3010 2.1137 0.09 0.08 0.07
H 1.2779 -5.3942 0.8905 -0.43 0.15 0.45
H 1.9842 -5.8893 2.4677 0.12 0.14 -0.09
H 2.8068 -6.5766 -0.1749 -0.20 0.45 0.07
C -1.4830 -4.4126 0.3718 -0.90 0.80 0.59
C -2.6435 -4.0155 -0.5617 1.29 -1.80 -1.29
O -3.3850 -2.9172 -0.1917 -0.17 1.15 1.28
H -0.5537 -3.8623 0.2243 -0.11 0.15 -0.23
H -1.2403 -5.4752 0.3718 -0.27 0.01 -0.24
H -1.8438 -4.1450 1.3650 0.22 -0.18 0.34
H -3.3284 -4.8536 -0.6899 0.08 -0.41 0.13
H -2.2293 -3.8198 -1.5507 0.20 -0.13 -0.39
H -4.0345 -2.7848 -0.8861 -0.38 0.38 -0.26
C -0.9599 0.3809 -5.4716 0.04 0.39 0.48
C -2.2231 1.2039 -5.5794 -0.39 -0.35 0.93
O -3.1575 0.5203 -6.4052 0.26 -0.27 -0.63
H -0.3445 0.7947 -4.6727 0.10 0.38 -0.03
H -0.3530 0.3760 -6.3770 -0.23 -0.45 -0.06
H -1.2463 -0.5858 -5.0574 0.16 -0.37 -0.68
H -2.0482 2.2501 -5.8304 0.02 -0.01 -0.47
H -2.6321 1.1921 -4.5691 -0.14 0.36 0.30
H -3.9335 1.0384 -6.6312 0.18 0.31 0.21
C 4.5150 -1.9256 -1.1596 0.61 0.18 0.76
C 5.8411 -1.7884 -1.8984 -1.16 -0.15 -0.26
O 5.6119 -2.1486 -3.2625 0.22 -0.02 0.00
H 3.7936 -1.1965 -1.5283 -0.16 -0.18 -0.18
H 4.6516 -1.7046 -0.1010 0.05 0.03 0.15
H 4.1413 -2.9480 -1.2161 -0.20 0.12 -0.25
H 6.5721 -2.4726 -1.4675 0.27 0.29 -0.01
H 6.1409 -0.7406 -1.8827 0.50 -0.08 0.22
H 4.6639 -2.2966 -3.2955 -0.11 -0.10 -0.41
C -1.2728 2.6239 2.4295 1.11 0.10 0.41
C -0.3904 3.7755 1.9300 0.14 -0.82 0.35
O -0.9280 4.3299 0.7859 0.99 1.23 -0.95
H -0.8285 2.2038 3.3319 0.14 -0.25 0.07
H -1.2906 1.8549 1.6573 -0.32 -0.03 0.11
H -2.2780 2.9303 2.7191 0.03 0.14 -0.37
H 0.6130 3.4699 1.6334 0.16 -0.81 -0.01
H -0.1222 4.4701 2.7261 -0.70 0.63 0.27
H -1.8865 4.2766 0.7766 -1.07 -0.29 0.32
C 0.6386 -5.0494 -4.0314 -0.84 0.27 -0.72
C 0.5884 -4.3199 -2.7188 1.29 -0.50 0.42
O 1.9300 -3.8991 -2.4256 -0.50 -0.09 0.84
H -0.3698 -5.0839 -4.4439 -0.08 -0.35 -0.20
H 1.0580 -6.0541 -3.9779 -0.06 0.09 0.24
H 1.2414 -4.4837 -4.7417 0.01 0.07 -0.04
H 0.2964 -5.0068 -1.9244 0.04 0.00 0.13
H -0.1177 -3.4914 -2.6643 0.00 0.21 -0.36
H 2.1311 -3.1642 -3.0097 0.10 0.26 -0.15
C -0.9235 -1.3144 5.7373 0.50 -0.84 0.58
C -0.0143 -1.7757 4.6124 -1.15 1.21 -0.93
O -0.6647 -1.3976 3.3931 -0.28 -0.18 0.62
H -0.4830 -1.7340 6.6418 -0.32 -0.18 0.37
H -1.9143 -1.7370 5.5702 -0.01 0.04 0.16
H -1.0100 -0.2481 5.9462 0.16 0.09 -0.66
H 0.0990 -2.8597 4.6025 0.23 -0.10 0.37
H 0.9454 -1.2609 4.6571 0.30 -0.26 0.18
H -0.0133 -1.3031 2.6944 0.12 0.04 -0.32
C 7.1715 -0.7986 1.3122 0.92 0.06 -0.88
C 6.5923 -0.1300 2.5002 0.02 -0.96 0.58
O 5.1888 -0.4208 2.5006 0.02 1.43 -0.06
H 6.9769 -1.8684 1.2364 -0.23 0.05 0.14
H 8.2537 -0.6684 1.3069 0.15 0.03 -0.14
H 6.7696 -0.2783 0.4428 0.06 -0.29 -0.27
H 6.8713 0.9226 2.4531 -0.87 0.29 0.04
H 7.0621 -0.4923 3.4146 -0.13 -0.15 0.24
H 5.0293 -1.1816 3.0640 0.01 -0.41 0.36
C -5.9347 1.3481 2.3613 -0.01 -1.40 -0.12
C -4.6305 0.4939 2.2088 -0.80 2.31 0.20
O -3.8751 1.1373 1.2009 -0.70 -0.40 -0.33
H -5.7731 2.3396 2.7842 0.20 -0.11 -0.14
H -6.6662 0.8150 2.9685 0.16 0.01 0.52
H -6.4763 1.4155 1.4177 0.38 0.32 -0.34
H -4.8296 -0.5462 1.9507 -0.03 -0.09 0.27
H -4.0442 0.6526 3.1139 -0.18 -0.86 0.44
H -3.1228 0.5806 0.9872 0.86 -0.15 -0.40
C -6.9501 -1.2391 -0.3487 -0.58 -0.35 0.33
C -5.7267 -0.7559 -1.0388 0.39 1.53 1.06
O -5.2515 -1.7079 -1.9035 0.66 -1.60 -2.11
H -7.8090 -1.1959 -1.0184 -0.16 0.14 0.12
H -7.1289 -0.6793 0.5693 -0.22 0.01 -0.07
H -6.8169 -2.2921 -0.1008 0.06 -0.01 0.21
H -4.9038 -0.5667 -0.3496 -0.22 0.30 0.33
H -5.9066 0.1699 -1.5853 -0.06 0.27 0.14
H -5.3589 -1.3883 -2.8023 0.13 -0.33 -0.08
C 3.1020 -3.2540 6.0489 -0.15 0.51 -0.31
C 4.0654 -2.1766 5.5570 -0.69 -0.15 -0.40
O 4.6883 -2.6341 4.3346 0.36 0.50 0.65
H 2.6217 -3.7492 5.2050 0.29 -0.09 -0.16
H 2.2582 -2.8093 6.5764 0.25 -0.07 0.57
H 3.6648 -3.9771 6.6392 -0.39 -0.10 0.15
H 4.7712 -1.9209 6.3473 0.39 -0.12 -0.17
H 3.5791 -1.2331 5.3093 -0.24 -0.12 -0.14
H 5.3664 -3.2511 4.6193 0.18 -0.21 -0.31
C 2.0361 1.0744 6.4153 -0.29 -0.25 -0.57
C 2.5749 1.8578 5.2365 -0.22 -0.11 0.02
O 3.2834 2.9974 5.6501 0.24 0.50 0.07
H 1.3853 0.3194 5.9741 -0.03 -0.25 0.21
H 1.3976 1.6735 7.0645 0.20 0.19 -0.02
H 2.7972 0.5677 7.0086 0.11 0.17 -0.03
H 1.7646 2.1975 4.5913 -0.47 -0.21 0.02
H 3.2310 1.2803 4.5853 0.06 -0.62 0.06
H 3.3528 3.4831 4.8250 0.43 0.58 0.20
C -0.8272 -0.3748 -1.9657 0.51 0.93 -0.74
C -0.6140 -0.7909 -0.5434 0.76 0.37 -0.42
C 0.6840 -0.2423 0.0817 -0.92 0.25 0.36
O 0.8595 -0.8707 1.3391 2.17 0.05 0.32
C 2.2191 -0.6081 1.8438 -0.99 -1.16 0.27
N -1.7660 -0.4795 0.3370 1.53 -0.76 -0.54
H -1.7838 -0.7240 -2.3543 -0.04 -0.01 0.04
H -0.0273 -0.7818 -2.5843 -0.01 -0.39 -0.12
H -0.7328 0.6963 -2.1443 -0.40 0.29 0.23
H -0.4749 -1.8638 -0.6761 0.05 -0.43 0.72
H 0.5783 0.8110 0.3411 -0.14 0.48 -0.56
H 1.5927 -0.3741 -0.5057 -0.13 -0.22 -0.45
H 2.9273 -1.2503 1.3202 0.06 0.43 -0.43
H 2.2546 -0.9961 2.8617 -0.22 0.18 0.15
H 2.5163 0.4404 1.8619 -0.34 0.02 -0.31
H -2.3911 -1.2306 0.0817 -0.83 -0.20 0.12
H -1.3565 -0.8341 1.1894 -0.62 0.17 1.06
C 0.7155 3.5143 -6.4366 -0.90 -1.25 0.39
C 0.2997 4.6371 -5.5053 -0.41 -1.55 -1.20
C 1.0099 4.5161 -4.1743 0.08 0.13 0.08
O 0.6337 3.3578 -3.4513 -0.49 -0.26 1.23
C 1.0001 3.5122 -2.0471 0.45 0.64 -0.74
N 0.5024 5.8437 -6.2567 0.75 1.01 0.60
H 0.0537 3.3788 -7.2920 -0.12 0.29 -0.04
H 0.6342 2.5925 -5.8606 0.32 -0.23 -0.18
H 1.7244 3.6222 -6.8348 0.17 0.14 0.28
H -0.7728 4.6264 -5.3111 -0.16 -0.61 0.26
H 0.7117 5.4344 -3.6685 0.30 0.12 0.71
H 2.0921 4.4444 -4.2831 0.31 0.55 -0.24
H 0.7922 2.6868 -1.3662 -0.67 -0.35 -0.72
H 0.5332 4.4130 -1.6488 -0.10 -0.05 0.14
H 2.0808 3.6355 -1.9755 0.28 0.22 -0.12
H 0.8437 6.5097 -5.5784 0.00 0.87 -0.22
H 1.2704 5.6774 -6.8913 0.18 0.29 -0.15
C -2.7088 3.3223 -1.8651 -0.59 -0.12 -0.05
C -3.6458 4.1643 -0.9424 0.48 -0.53 -0.94
C -5.1437 4.1407 -1.3398 0.43 1.21 -0.40
O -5.9721 4.9809 -0.4568 0.24 -0.74 -0.51
C -7.3712 4.7941 -0.7189 0.23 0.17 -0.21
N -3.5577 3.7314 0.4156 -0.05 0.59 0.64
H -2.9057 2.2564 -1.7500 -0.13 -0.17 0.12
H -1.6468 3.4609 -1.6626 -0.19 0.22 0.52
H -2.7870 3.5310 -2.9321 -0.42 0.27 -0.07
H -3.2062 5.1616 -0.9555 -0.60 0.48 -0.34
H -5.5402 3.1254 -1.3365 0.09 -0.18 0.03
H -5.1295 4.5487 -2.3505 -0.75 0.05 -0.30
H -8.0339 5.5316 -0.2660 0.78 0.64 0.27
H -7.7871 3.8772 -0.3012 0.44 -0.59 -0.31
H -7.5367 4.8860 -1.7923 -0.17 -0.37 -0.12
H -3.6481 2.7301 0.5119 -0.07 -0.20 0.04
H -4.4221 4.1358 0.7464 -0.01 -0.09 1.27
O 4.1668 2.2563 1.1130 -0.09 0.38 0.04
H 4.0258 2.0361 0.1922 -0.03 -0.01 -0.25
H 4.3896 1.4229 1.5276 0.22 -0.51 0.31
O 2.6670 -1.6853 -4.0560 -0.05 -0.16 0.07
H 3.1202 -1.7913 -4.8924 0.12 -0.10 -0.36
H 2.6292 -0.7383 -3.9218 -0.08 0.32 0.13

# 2
171
Properties=species:S:1:pos:R:3:forces:R:3 method="wB97M-V/def2-TZVPD" total_energy_ha=-3249.42579
C -9.6426 -1.5164 -25.8054 0.37 -0.64 0.34
C -10.9050 -0.7060 -25.7894 0.26 1.62 -0.90
C -10.5268 0.8320 -25.6122 -1.12 -0.27 1.45
O -9.7063 0.9027 -24.4563 0.20 -0.36 0.72
C -9.2304 2.1282 -23.9187 0.14 -0.21 -0.67
N -11.6013 -0.9382 -27.0662 0.21 0.58 0.43
H -9.0100 -1.1429 -26.6107 0.39 0.46 0.22
H -9.8273 -2.5366 -26.1419 -0.31 -0.28 0.43
H -9.1367 -1.5124 -24.8399 0.25 -0.01 -0.24
H -11.6610 -1.0276 -25.0730 0.55 0.37 0.75
H -11.4465 1.3668 -25.3753 -0.40 0.08 -0.15
H -10.0926 1.4008 -26.4344 0.33 -0.69 -0.60
H -9.9024 2.9857 -23.9534 -0.54 -0.17 -0.22
H -8.3298 2.4180 -24.4600 0.21 0.15 0.02
H -8.9825 1.9670 -22.8696 0.02 -0.20 -0.10
H -10.8203 -1.0708 -27.6929 -0.33 -0.18 -0.91
H -12.0052 -1.8480 -26.8947 -0.24 -0.29 -0.69
C -12.4206 -2.3604 -31.4186 0.17 -0.23 0.26
C -13.8850 -2.6217 -31.8302 0.01 1.59 -0.86
C -14.3762 -1.8580 -33.1313 2.19 0.98 -0.79
O -14.2832 -0.3995 -33.3871 -0.59 -0.75 1.81
C -14.7404 0.4454 -32.2818 0.09 -0.94 -1.42
N -14.0868 -4.0200 -32.1350 -0.12 -0.85 0.22
H -11.6541 -2.6390 -32.1418 -0.32 -0.77 -0.38
H -12.2903 -2.9208 -30.4928 0.31 -0.25 -0.08
H -12.0244 -1.3749 -31.1736 -1.09 0.52 0.08
H -14.4943 -2.4227 -30.9486 -0.18 0.31 -0.09
H -15.2608 -2.3118 -33.5780 -0.72 0.42 0.58
H -13.6028 -2.1619 -33.8367 0.12 -0.34 -0.21
H -15.7237 0.0808 -31.9844 0.06 0.07 0.53
H -14.8722 1.4509 -32.6813 0.15 -0.05 -0.05
H -13.9898 0.4569 -31.4915 -0.24 -0.08 0.23
H -13.4342 -4.4990 -32.7389 0.64 0.46 -0.03
H -14.9677 -4.1590 -32.6093 -0.37 -0.03 0.32
C -13.2669 -3.0845 -37.1600 -0.37 -0.37 -0.58
C -11.9895 -3.9496 -36.7945 -0.87 2.78 -1.96
C -11.0998 -3.1782 -35.8023 -0.02 -1.67 0.27
O -9.8592 -3.9300 -35.6069 -0.39 0.82 -0.44
C -8.7741 -3.1760 -35.0575 -1.06 1.04 0.91
N -12.3980 -5.2980 -36.5517 0.94 -0.39 1.11
H -14.0471 -2.9464 -36.4114 0.71 0.21 1.10
H -13.9534 -3.5584 -37.8616 0.68 -0.85 -0.56
H -13.1368 -2.1216 -37.6538 0.69 0.16 0.41
H -11.3121 -3.9957 -37.6472 -0.36 -0.07 -0.64
H -11.7374 -3.1673 -34.9183 0.57 0.54 0.84
H -10.8575 -2.1880 -36.1882 -0.23 0.07 0.10
H -7.8110 -3.1936 -35.5677 -0.13 -1.08 -0.20
H -8.7277 -3.3765 -33.9871 0.61 -0.51 -0.06
H -8.9721 -2.1042 -35.0582 -0.52 0.33 -0.33
H -11.5261 -5.6466 -36.1800 0.35 -1.17 -0.05
H -12.9777 -5.3543 -35.7265 -0.58 0.24 0.23
C -8.9201 -6.3333 -37.6846 -0.14 -0.77 -0.70
C -7.8147 -7.4003 -37.5932 -0.41 1.74 -0.47
C -6.5132 -6.6658 -37.6016 2.25 1.00 -0.40
O -6.1723 -5.8852 -38.8276 -0.58 -1.48 2.01
C -5.7697 -6.5828 -40.0019 -1.18 0.37 0.15
N -7.9916 -8.2265 -36.4136 0.69 -0.98 -0.75
H -8.8279 -5.7705 -38.6135 0.11 0.27 0.14
H -8.8875 -5.6766 -36.8153 0.01 0.05 -0.11
H -9.8939 -6.8210 -37.7299 -0.18 0.00 0.14
H -7.7683 -8.0213 -38.4878 -0.49 -0.38 0.09
H -5.6735 -7.3084 -37.3368 0.13 -0.54 -0.41
H -6.4689 -5.9389 -36.7905 -0.35 0.42 -0.11
H -6.4348 -7.3914 -40.3050 -0.58 0.02 0.13
H -4.8016 -7.0836 -40.0096 0.52 0.67 0.35
H -5.9211 -5.7488 -40.6872 0.78 -0.55 -0.74
H -8.7609 -8.8198 -36.6897 -0.30 -0.17 0.78
H -8.1680 -7.7248 -35.5550 -0.32 0.39 -0.23
C -7.3244 -2.5209 -31.1504 -0.77 2.41 -0.11
C -8.7357 -3.1178 -30.9891 1.11 -1.67 0.51
C -8.4949 -4.6940 -30.9854 -0.39 1.61 -0.90
O -7.9488 -5.1307 -32.2411 0.04 0.40 0.88
C -7.7535 -6.5363 -32.2158 -1.12 0.64 -0.15
N -9.4480 -2.6989 -29.7605 0.75 0.26 -0.98
H -7.4731 -1.4648 -31.3756 -0.23 0.46 -0.11
H -6.7131 -2.8004 -32.0086 -0.24 -0.91 0.28
H -6.7376 -2.3913 -30.2410 0.04 -0.94 0.24
H -9.3816 -2.7570 -31.7896 0.20 -0.52 -0.45
H -9.4212 -5.2140 -30.7412 -0.19 -0.24 -0.11
H -7.7826 -4.8622 -30.1776 0.17 -0.23 0.18
H -8.7428 -6.9793 -32.3304 -0.03 -0.51 -0.05
H -7.3895 -6.8250 -31.2297 0.49 -0.34 -0.11
H -7.1364 -6.8433 -33.0602 0.16 0.08 0.32
H -8.8268 -2.5612 -28.9762 -0.07 -0.39 0.17
H -10.1809 -3.3693 -29.5770 0.04 -0.01 0.53
C -10.7635 0.3221 -33.3469 -0.87 -1.83 1.20
C -9.7657 1.2494 -33.7983 0.50 3.34 -2.93
C -9.7074 1.4285 -35.3867 0.25 0.14 0.39
O -10.9376 2.0616 -35.8349 0.20 -0.92 1.29
C -10.9706 2.4732 -37.1617 1.26 -0.17 -1.11
N -10.1794 2.5795 -33.3229 -0.58 0.26 0.46
H -10.8798 0.4939 -32.2768 -0.14 -0.13 0.21
H -10.3415 -0.6789 -33.4370 -0.62 -0.37 -0.23
H -11.7429 0.4714 -33.8013 0.07 -0.36 -0.25
H -8.8080 1.0375 -33.3230 0.38 -0.34 -0.68
H -9.4075 0.5100 -35.8912 -0.90 -0.56 -0.25
H -8.8785 2.0677 -35.6907 0.19 0.58 0.41
H -10.9144 1.6232 -37.8417 -0.27 -0.25 -0.15
H -10.0883 3.0635 -37.4091 0.37 0.25 0.08
H -11.8050 3.1073 -37.4614 -0.39 -0.29 0.77
H -11.1881 2.5379 -33.2947 -0.22 0.19 0.41
H -10.0370 3.3253 -33.9890 0.48 -0.04 -0.26
C -1.3991 -7.4218 -28.2989 -0.32 0.78 0.68
C -2.0773 -6.7424 -29.5056 -0.25 -0.78 -0.85
C -2.9802 -5.5063 -29.3583 1.37 1.83 0.12
O -3.6903 -4.8881 -30.5442 0.52 -2.98 2.81
C -4.6508 -5.8334 -30.9915 0.78 -0.07 -1.84
N -1.1301 -6.5526 -30.5866 0.01 -0.78 -1.54
H -0.7864 -6.6945 -27.7662 0.16 -0.18 0.24
H -0.7806 -8.2619 -28.6146 0.20 0.34 -0.50
H -2.0730 -7.9264 -27.6066 -0.39 0.51 0.20
H -2.8123 -7.5072 -29.7561 0.18 -0.30 -0.98
H -2.3349 -4.6645 -29.1069 0.14 0.03 0.35
H -3.5712 -5.7551 -28.4769 -1.01 0.45 -0.24
H -4.2402 -6.8273 -31.1698 0.45 -0.28 0.59
H -4.7810 -5.5546 -32.0372 -1.12 0.36 0.12
H -5.5560 -5.9786 -30.4019 -0.04 0.66 0.09
H -0.9045 -7.4501 -30.9914 -0.35 -0.28 -0.26
H -0.1914 -6.2144 -30.4299 -0.24 0.71 1.04
C -8.8164 -11.1178 -30.1395 -0.12 0.02 -1.15
C -9.1375 -9.6682 -30.6332 -0.03 -1.74 -1.46
O -9.8429 -9.7446 -31.9263 -0.27 0.19 1.98
O -7.7902 -11.8473 -30.8910 -0.17 0.80 1.39
H -9.7018 -11.7519 -30.1863 -0.44 0.36 -0.27
H -8.6041 -11.1094 -29.0704 0.87 0.04 -0.10
H -8.2283 -9.0846 -30.7772 0.20 -0.07 0.08
H -9.7443 -9.1633 -29.8816 -0.32 -0.05 -0.23
H -9.1910 -9.7233 -32.6308 0.57 0.15 0.09
H -7.8044 -11.6592 -31.8323 -0.46 0.35 -0.01
C -12.7701 -7.6250 -32.1390 0.11 -1.56 2.37
C -12.0144 -7.1840 -30.9025 3.32 -0.92 -1.26
O -12.5999 -6.2226 -30.2164 -3.25 3.19 2.45
O -13.0055 -6.5882 -33.0306 0.30 0.57 -0.89
H -13.7214 -7.9118 -31.6907 -0.37 -0.55 -0.27
H -12.2478 -8.4915 -32.5446 -0.05 0.01 -0.36
H -11.0623 -6.6965 -31.1123 0.96 -0.84 -1.25
H -11.7434 -7.9150 -30.1407 -0.36 -1.02 -0.70
H -12.8872 -5.5620 -30.8510 -0.55 0.71 0.12
H -13.6168 -6.9696 -33.6651 -0.08 0.30 -0.26
C -2.7922 -9.2618 -33.9693 -0.89 2.26 -1.05
C -4.2727 -8.8700 -33.7482 0.78 -1.98 1.51
O -5.0208 -10.0854 -33.8726 -0.67 0.13 -0.04
O -2.5927 -9.4760 -35.3683 0.33 -0.96 0.22
H -2.5138 -10.1394 -33.3860 -0.35 -0.18 -0.33
H -2.1991 -8.4333 -33.5820 0.39 0.12 -0.17
H -4.7750 -8.0862 -34.3151 0.73 0.23 -0.31
H -4.3066 -8.6528 -32.6806 -0.41 0.40 0.09
H -4.7405 -10.5044 -34.6896 -0.01 -0.10 -0.29
H -2.3585 -8.6813 -35.8532 -0.03 0.19 0.38
C -7.3745 2.5696 -29.4397 -1.45 -2.72 0.35
C -8.2265 2.1116 -30.6013 -0.40 -1.67 0.46
O -8.0478 2.8942 -31.6933 1.74 1.83 -1.18
O -7.7881 3.8204 -29.0680 0.71 1.65 0.44
H -6.3300 2.2638 -29.4996 0.58 1.13 -0.61
H -7.6801 1.9100 -28.6275 -0.24 -0.12 0.32
H -9.2782 2.1113 -30.3148 -0.27 0.20 0.45
H -8.0294 1.0731 -30.8671 0.40 -0.55 0.26
H -8.6130 2.6273 -32.4219 -0.71 0.37 0.30
H -7.6760 4.3869 -29.8349 -0.07 0.27 -0.14
O -4.0649 -2.4585 -28.2872 -0.11 0.24 0.32
H -3.5544 -3.2662 -28.2300 0.07 -0.16 -0.04
H -4.2902 -2.3821 -29.2144 -0.02 -0.07 -0.30
O -10.9105 -5.4776 -27.5195 -0.52 0.63 0.45
H -10.1167 -6.0121 -27.5396 -0.17 -0.16 -0.25
H -11.4066 -5.7556 -28.2894 -0.37 -0.07 -0.35
O -8.6471 -6.6328 -27.9384 0.63 -0.30 -0.12
H -7.9487 -7.1564 -28.3311 0.09 -0.25 -0.19
H -8.2374 -6.2162 -27.1803 0.24 0.21 0.30
O -7.7528 -9.2773 -33.5834 -0.64 0.13 0.25
H -8.1799 -9.3340 -34.4382 0.08 -0.05 -0.38
H -6.8585 -9.5796 -33.7416 0.90 -0.43 -0.09

HOMO energy values, unit Ha, following the record order: -0.3233; -0.3300.
Frontier orbital gap values, unit eV, following the record order: 8.83; 8.90.
LUMO values, unit eV, following the record order: 0.03; -0.08.